1.
ORCA calculation (the ωB97M-V functional and the def2-TZVPD basis) on a molecular structure, C30H28As2CaN2O4S2Se.

Results
LUMO level = -0.88 eV
HOMO level = -0.3039 Eh
Kohn-Sham gap = 7.4 eV
total charge = 0
ΔE to the lowest compared entry with this formula, charge and spin = 0.0 kJ/mol
electronic energy = -269868.842 eV
F_max = 0.15 eV/Å

Structure (XYZ):
```
70
C30H28As2CaN2O4S2Se the ωB97M-V functional and the def2-TZVPD basis
Ca 0.395 0.709 0.247
S -3.626 6.650 -1.476
C -2.737 8.024 -0.982
C -1.662 7.683 -0.220
C -1.546 6.280 -0.027
C -2.547 5.589 -0.651
C -2.742 4.140 -0.629
C -1.603 3.307 -0.529
N -1.668 1.999 -0.420
C -2.883 1.406 -0.407
C -4.067 2.131 -0.566
C -5.327 1.443 -0.570
C -5.390 0.109 -0.391
C -4.197 -0.658 -0.175
C -4.230 -2.037 0.068
C -3.064 -2.724 0.319
C -1.868 -1.986 0.284
N -1.794 -0.696 0.035
C -2.946 -0.019 -0.188
C -3.058 -4.156 0.639
C -4.005 -4.863 1.322
C -3.674 -6.237 1.465
C -2.481 -6.547 0.891
S -1.757 -5.180 0.165
C -3.972 3.530 -0.676
H -3.051 9.009 -1.287
H -0.975 8.404 0.196
H -0.788 5.799 0.582
H -0.607 3.734 -0.526
H -6.229 2.025 -0.710
H -6.342 -0.407 -0.388
H -5.181 -2.557 0.061
H -0.931 -2.491 0.495
H -4.894 -4.408 1.735
H -4.291 -6.957 1.981
H -1.990 -7.506 0.852
H -4.879 4.120 -0.755
C 4.362 0.310 2.275
As 3.487 0.447 0.542
C 4.423 1.996 -0.161
C 4.392 -0.995 -0.442
C 5.773 -0.992 -0.622
C 6.405 -1.985 -1.354
C 5.653 -3.003 -1.924
C 4.279 -3.029 -1.744
C 3.642 -2.035 -1.004
As 1.720 -2.132 -0.655
C 1.839 -3.237 0.962
C 1.158 -3.512 -1.920
H 5.446 0.334 2.162
H 4.068 -0.612 2.774
H 4.023 1.169 2.853
H 5.503 1.869 -0.089
H 4.096 2.839 0.445
H 4.132 2.163 -1.196
H 6.368 -0.198 -0.185
H 7.479 -1.962 -1.484
H 6.136 -3.779 -2.504
H 3.708 -3.835 -2.186
H 2.528 -4.061 0.784
H 0.862 -3.637 1.235
H 2.213 -2.627 1.784
H 1.633 -4.471 -1.716
H 1.395 -3.193 -2.934
H 0.078 -3.630 -1.839
O 0.166 4.334 1.974
Se 1.183 3.103 1.733
O 0.502 1.653 2.238
O 1.287 2.784 0.079
O 2.666 3.265 2.350
```

Results of the natural (NBO) charge analysis, in e, for atoms 1 through 6: Ca 1.759; S 0.427; C -0.411; C -0.244; C -0.223; C -0.272

***

2.
ORCA calculation (the ωB97M-V functional and the def2-TZVPD basis) on C4H7NO2 in the gas phase in a non-equilibrium geometry.

Results
LUMO level = 0.84 eV
HOMO level = -0.3486 Eh
Kohn-Sham gap = 10.3 eV
total charge = 0
ΔE to the lowest compared entry with this formula, charge and spin = 356.7 kJ/mol
electronic energy = -9843.582 eV
SMILES = C[C@@]1(C(N)=O)CO1
F_max = 2.45 eV/Å

Structure (XYZ):
```
14
C4H7NO2 the ωB97M-V functional and the def2-TZVPD basis
C 0.549 1.286 1.112
C 0.092 0.527 -0.109
C 0.238 -0.971 -0.108
N 0.804 -1.671 -1.102
O -0.343 -1.507 0.833
C -1.368 0.448 -0.390
O -0.513 1.380 -1.059
H -0.192 2.051 1.375
H 0.691 0.616 1.961
H 1.496 1.801 0.901
H 0.616 -2.661 -1.110
H 1.341 -1.234 -1.828
H -1.694 -0.292 -1.116
H -1.717 0.228 0.640
```

Results of the natural (NBO) charge analysis, in e, for atoms 1 through 6: C -0.634; C 0.096; C 0.645; N -0.805; O -0.654; C -0.134

***

3.
ORCA calculation (the ωB97M-V functional and the def2-TZVPD basis) on 11 unconnected molecules or ions with the total composition C3H30N2O11 in a non-equilibrium geometry.

Results
LUMO level = -0.37 eV
HOMO level = -0.3347 Eh
Kohn-Sham gap = 8.7 eV
total charge = 0
ΔE to the lowest compared entry with this formula, charge and spin = 578.8 kJ/mol
electronic energy = -29096.450 eV
SMILES = NCCNCO.O.O.O.O.O.O.O.O.O.O
F_max = 13.26 eV/Å

Structure (XYZ):
```
46
C3H30N2O11 the ωB97M-V functional and the def2-TZVPD basis
N -1.130 -0.465 -1.203
C 0.145 -0.051 -1.769
C 0.768 1.341 -1.578
N 0.536 1.971 -0.231
C -0.098 3.263 -0.207
O -1.245 3.468 -0.971
H -1.614 0.317 -0.808
H -1.760 -0.552 -1.953
H 0.267 -0.378 -2.849
H 0.931 -0.715 -1.277
H 1.880 1.331 -1.462
H 0.435 2.108 -2.296
H 0.087 1.322 0.495
H -0.388 3.415 0.820
H 0.751 3.940 -0.708
H -0.921 3.401 -1.907
O -2.371 -3.176 1.989
H -2.040 -2.738 2.718
H -2.943 -2.750 1.369
O -3.043 2.069 -1.940
H -2.516 2.530 -1.278
H -3.750 1.807 -1.391
O 3.278 -0.917 -1.552
H 3.874 -1.318 -2.159
H 3.520 -0.054 -1.061
O 3.101 -3.387 -2.045
H 2.269 -3.506 -2.273
H 3.074 -2.911 -1.233
O 0.530 -1.247 1.173
H -0.344 -1.046 1.084
H 0.547 -2.028 0.618
O -0.656 -3.291 -0.223
H -0.883 -2.438 -0.455
H -1.123 -3.536 0.395
O -2.826 0.453 0.964
H -2.859 0.416 1.974
H -3.527 -0.096 0.606
O 2.656 -0.483 3.404
H 2.964 -1.076 2.591
H 1.688 -0.415 3.324
O -2.692 -0.422 3.491
H -2.915 0.420 3.766
H -1.786 -0.789 3.689
O 3.377 2.018 -0.294
H 2.793 2.520 0.370
H 3.957 1.674 0.284
```

Results of the natural (NBO) charge analysis, in e, for atoms 1 through 6: N -0.886; C -0.260; C -0.261; N -0.681; C 0.093; O -0.733